Below is a cluster of 11 separate species, C66H160N6O15 in total, with properties calculated with ωB97M-V with the def2-TZVPD basis set.

Properties
* SMILES: CCN(CC)CC.CCN(CC)CC.CCN(CC)CC.CCN(CC)CC.CCN(CC)CC.CCN(CC)CC.COCCOCCOC.COCCOCCOC.COCCOCCOC.COCCOCCOC.COCCOCCOC
* HOMO energy: -0.2926 hartree
* orbital gap: 8.639 eV
* LUMO level: 0.677 eV

Last column: Mulliken charge in e.
Element x y z (Å)
C: 2.990 -3.088 3.759  -0.69
C: 1.781 -2.775 4.630  -1.14
N: 0.891 -1.768 4.100  0.34
C: 0.014 -2.292 3.085  1.77
C: -1.276 -3.042 3.554  -1.47
C: 1.481 -0.518 3.762  1.04
C: 2.243 0.197 4.886  -1.61
H: 2.747 -3.776 2.956  -0.03
H: 3.695 -3.668 4.327  0.57
H: 3.510 -2.197 3.376  0.43
H: 1.294 -3.708 4.837  0.56
H: 2.049 -2.471 5.665  0.36
H: -0.399 -1.420 2.579  -0.80
H: 0.414 -2.989 2.245  -0.65
H: -1.910 -2.325 4.118  0.27
H: -1.731 -3.301 2.663  0.31
H: -1.218 -4.055 4.090  0.25
H: 0.632 0.110 3.429  -0.28
H: 2.253 -0.656 2.980  -0.16
H: 2.793 1.048 4.474  0.27
H: 3.039 -0.446 5.260  0.51
H: 1.596 0.568 5.713  0.21
C: -4.477 3.272 2.499  -0.64
C: -4.066 3.139 3.972  -0.51
N: -2.706 2.784 4.201  1.46
C: -2.385 2.431 5.637  -0.81
C: -2.968 1.048 6.014  -0.84
C: -1.642 3.626 3.675  -1.66
C: -0.333 2.964 3.329  1.18
H: -4.224 2.325 1.995  -0.53
H: -4.111 4.205 1.956  0.53
H: -5.560 3.331 2.469  0.49
H: -4.316 4.045 4.507  0.24
H: -4.732 2.382 4.389  -0.04
H: -1.316 2.386 5.837  0.45
H: -2.892 3.240 6.166  0.39
H: -2.504 0.649 6.899  0.53
H: -4.048 1.154 6.217  0.13
H: -2.801 0.357 5.242  -0.06
H: -1.400 4.411 4.357  0.20
H: -2.139 4.132 2.863  0.46
H: 0.133 2.549 4.248  0.36
H: 0.390 3.730 2.988  -0.45
H: -0.484 2.285 2.518  -0.98
C: -3.165 -6.372 -1.653  -1.49
C: -1.911 -5.747 -2.321  -0.05
N: -0.871 -5.340 -1.373  1.03
C: -1.213 -4.249 -0.436  -0.08
C: -1.825 -3.028 -1.050  3.07
C: -0.207 -6.433 -0.639  0.53
C: 0.195 -7.679 -1.402  -1.57
H: -3.696 -5.759 -0.946  0.21
H: -2.850 -7.191 -0.979  0.30
H: -3.868 -6.656 -2.389  0.55
H: -1.641 -6.624 -3.010  0.43
H: -2.204 -4.922 -2.953  -0.39
H: -1.851 -4.505 0.450  0.05
H: -0.256 -3.989 -0.002  -0.70
H: -2.600 -3.259 -1.785  -0.99
H: -2.323 -2.506 -0.224  -1.08
H: -1.090 -2.401 -1.600  -0.77
H: -0.781 -6.810 0.236  0.25
H: 0.621 -5.864 -0.243  -0.52
H: -0.646 -8.157 -1.885  0.43
H: 0.688 -8.389 -0.742  0.47
H: 0.954 -7.418 -2.160  0.21
C: 3.119 5.111 4.029  -0.64
C: 2.082 6.028 3.254  -0.61
N: 1.510 5.382 2.101  1.31
C: 0.289 6.045 1.533  -0.38
C: 0.361 7.486 0.871  -1.48
C: 2.445 5.000 1.064  -0.70
C: 1.931 3.960 0.018  0.16
H: 2.633 4.116 4.119  0.04
H: 3.228 5.384 5.058  0.48
H: 4.058 5.082 3.477  -0.20
H: 1.213 6.324 3.914  0.44
H: 2.576 6.985 2.975  0.40
H: -0.417 6.094 2.419  0.24
H: -0.044 5.291 0.858  0.18
H: -0.605 7.765 0.527  0.49
H: 1.056 7.458 0.032  0.15
H: 0.746 8.238 1.559  0.41
H: 2.950 5.862 0.495  -0.18
H: 3.318 4.535 1.485  0.19
H: 2.762 3.428 -0.471  -0.50
H: 1.264 3.234 0.491  0.16
H: 1.330 4.351 -0.806  0.07
C: 2.339 -4.807 -4.010  -1.09
C: 1.674 -3.422 -4.453  0.79
N: 1.549 -3.183 -5.812  0.34
C: 2.809 -3.269 -6.581  -0.34
C: 3.960 -2.440 -6.062  -1.35
C: 0.458 -3.896 -6.448  -0.56
C: -1.004 -3.545 -5.892  -0.42
H: 1.674 -5.546 -4.467  0.35
H: 2.498 -4.940 -2.936  0.07
H: 3.386 -4.895 -4.331  0.39
H: 0.701 -3.529 -4.084  -0.33
H: 2.194 -2.643 -3.965  -0.64
H: 3.268 -4.283 -6.680  0.30
H: 2.553 -2.846 -7.599  0.39
H: 4.301 -2.778 -5.116  0.24
H: 4.874 -2.500 -6.649  0.44
H: 3.652 -1.438 -5.895  0.34
H: 0.661 -4.962 -6.282  0.29
H: 0.428 -3.668 -7.483  0.60
H: -1.194 -3.993 -4.935  -0.29
H: -1.730 -3.815 -6.667  0.51
H: -0.946 -2.433 -5.624  0.14
C: 2.600 0.307 -2.757  1.56
C: 1.153 0.795 -3.074  -0.02
N: 0.191 0.256 -2.079  1.49
C: 0.313 0.932 -0.822  1.02
C: -0.659 0.391 0.305  0.22
C: -1.168 0.269 -2.586  0.50
C: -1.423 -0.813 -3.658  -0.91
H: 2.793 -0.824 -2.737  -0.88
H: 2.921 0.634 -1.786  -1.65
H: 3.289 0.688 -3.527  0.72
H: 1.167 1.855 -3.056  -0.70
H: 0.916 0.510 -4.089  0.73
H: 1.299 0.830 -0.429  -0.06
H: 0.163 2.026 -0.899  -1.07
H: -0.223 0.502 1.358  -1.02
H: -1.661 0.771 0.233  0.35
H: -0.694 -0.672 0.154  0.08
H: -1.410 1.272 -3.005  0.20
H: -1.809 0.171 -1.710  -0.67
H: -0.711 -1.593 -3.693  -0.62
H: -1.467 -0.280 -4.633  1.09
H: -2.384 -1.290 -3.479  -0.02
C: 5.795 -0.693 -1.443  -0.33
O: 5.871 0.248 -0.419  -0.52
C: 5.119 1.452 -0.648  0.52
C: 5.692 2.542 0.274  -1.02
O: 5.184 3.782 -0.133  -0.01
C: 6.093 4.899 -0.120  -0.40
C: 6.510 5.512 1.191  -0.12
O: 7.670 4.915 1.663  -0.35
C: 8.026 5.385 2.888  -0.70
H: 4.987 -1.354 -1.302  -0.03
H: 6.734 -1.259 -1.500  0.31
H: 5.739 -0.176 -2.390  0.34
H: 4.013 1.189 -0.451  -0.44
H: 5.286 1.782 -1.632  0.46
H: 6.809 2.646 0.192  0.44
H: 5.459 2.412 1.341  0.21
H: 5.584 5.594 -0.805  -0.06
H: 7.026 4.561 -0.638  0.53
H: 5.777 5.515 1.989  -0.12
H: 6.735 6.572 1.093  0.56
H: 7.346 4.891 3.635  0.25
H: 7.967 6.484 2.937  0.31
H: 9.089 5.087 3.129  0.25
C: -7.439 1.456 6.359  -0.78
O: -7.229 0.718 5.144  -0.28
C: -7.830 1.186 3.974  -0.39
C: -7.567 0.153 2.897  -0.75
O: -6.288 0.230 2.309  -0.03
C: -5.276 -0.497 3.131  -0.86
C: -4.020 -0.705 2.246  1.59
O: -4.144 -1.926 1.496  -0.45
C: -4.719 -1.791 0.209  -0.86
H: -8.560 1.585 6.444  0.33
H: -6.842 2.315 6.363  0.28
H: -7.153 0.748 7.132  0.23
H: -7.507 2.197 3.661  0.17
H: -8.952 1.186 4.149  0.48
H: -8.248 0.331 2.073  0.38
H: -7.712 -0.889 3.317  0.35
H: -5.678 -1.454 3.536  0.55
H: -5.006 0.019 4.066  0.20
H: -3.221 -0.837 2.961  -0.86
H: -3.833 0.156 1.571  -0.51
H: -4.347 -0.936 -0.347  0.43
H: -5.814 -1.728 0.312  0.39
H: -4.497 -2.679 -0.384  0.15
C: -3.926 3.162 -1.162  -0.05
O: -4.154 2.173 -2.092  -0.14
C: -5.469 1.649 -2.154  -0.68
C: -5.624 0.413 -3.071  -0.73
O: -5.130 -0.764 -2.459  0.19
C: -5.033 -1.857 -3.365  0.50
C: -6.367 -2.463 -3.483  -0.82
O: -7.143 -2.000 -4.579  -0.37
C: -8.398 -2.634 -4.534  -0.75
H: -4.368 2.939 -0.199  0.24
H: -4.259 4.126 -1.560  0.25
H: -2.816 3.218 -1.113  -0.30
H: -6.124 2.375 -2.606  0.44
H: -5.883 1.504 -1.160  0.23
H: -5.082 0.589 -4.071  0.32
H: -6.656 0.237 -3.180  0.41
H: -4.335 -2.666 -2.901  -1.08
H: -4.576 -1.496 -4.298  0.63
H: -6.925 -2.256 -2.500  0.19
H: -6.212 -3.570 -3.557  0.60
H: -8.970 -2.519 -3.631  0.31
H: -8.225 -3.732 -4.669  0.31
H: -8.959 -2.322 -5.399  0.28
C: 2.977 -2.768 -0.515  -0.87
O: 3.077 -3.934 0.302  0.60
C: 4.385 -4.255 0.596  -0.67
C: 4.477 -5.758 0.796  -0.88
O: 3.894 -6.251 1.895  -0.37
C: 2.480 -6.425 1.830  0.02
C: 1.894 -6.751 3.170  -0.63
O: 2.165 -7.941 3.860  -0.48
C: 3.517 -8.092 4.253  -0.62
H: 3.548 -1.983 0.078  0.19
H: 1.918 -2.543 -0.506  -0.44
H: 3.338 -2.929 -1.517  0.55
H: 4.689 -3.652 1.437  0.28
H: 5.019 -4.020 -0.270  0.49
H: 5.534 -6.091 0.787  0.40
H: 3.970 -6.207 -0.141  0.26
H: 2.253 -7.174 1.131  0.68
H: 2.097 -5.455 1.496  -0.18
H: 0.809 -6.843 3.118  0.29
H: 2.144 -5.940 3.883  0.26
H: 4.226 -8.027 3.443  0.22
H: 3.574 -9.100 4.694  0.28
H: 3.721 -7.394 5.042  0.27
C: -1.519 6.031 -1.760  -0.08
O: -0.637 6.040 -2.871  -0.43
C: -0.471 4.752 -3.542  0.95
C: 0.788 4.831 -4.442  -1.45
O: 2.020 4.773 -3.741  0.00
C: 2.657 6.004 -3.233  -0.53
C: 4.037 5.638 -2.629  -0.50
O: 5.093 5.341 -3.553  -0.52
C: 4.951 4.081 -4.170  -0.17
H: -1.356 7.016 -1.275  0.09
H: -1.353 5.218 -1.047  -0.14
H: -2.536 5.987 -2.130  0.37
H: -1.425 4.423 -4.077  0.42
H: -0.246 3.943 -2.792  -0.69
H: 0.773 5.607 -5.200  0.53
H: 0.807 3.897 -5.068  0.34
H: 2.116 6.408 -2.403  0.04
H: 2.807 6.688 -4.038  0.57
H: 3.756 4.787 -2.026  0.29
H: 4.381 6.428 -1.975  0.79
H: 4.716 4.089 -5.243  0.30
H: 4.210 3.544 -3.688  -0.24
H: 5.855 3.450 -4.102  0.28